Molecular formula: C2H3I2NO2
Method: DFT, the ωB97M-V functional and the def2-TZVPD basis

```
! RIJCOSX wB97M-V def2-TZVPD def2/J DEFGRID3
* xyz 0 1
C 0.97 -0.67 0.93
C 0.58 0.50 0.11
N -1.73 0.10 -1.13
O -2.69 -0.16 -0.47
O -1.49 0.18 -2.29
I -0.23 2.15 1.14
I 1.41 0.83 -1.76
H 0.10 -1.30 1.13
H 1.73 -1.27 0.44
H 1.35 -0.35 1.91
*
```

As for the energy above the lowest of the compared OMol25 structures with the same formula, charge and spin: 4.4467 eV. As for the highest occupied orbital energy (alpha / beta): -0.353 / -0.297 Ha. The value obtained for the maximum force is 1.10 eV Å⁻¹. The calculation puts the LUMO energy (alpha / beta) at -0.695 / -1.297 eV. As for the gap between HOMO and LUMO (alpha / beta): 8.92 / 6.79 eV.

Molecular formula: C2H3I3O
Method: DFT, the ωB97M-V functional and the def2-TZVPD basis

```
! RIJCOSX wB97M-V def2-TZVPD def2/J DEFGRID3
* xyz 0 1
C 0.32 -0.63 -0.17
C 0.02 0.77 -0.52
O -0.78 -1.36 1.01
I 2.23 -0.94 0.70
I 0.16 2.14 1.14
I -1.87 0.91 -1.55
H 0.16 -1.34 -0.97
H 0.78 1.09 -1.24
H -1.02 -0.63 1.60
*
```

As for the energy above the lowest of the compared OMol25 structures with the same formula, charge and spin: 0.9095 eV. As for the highest occupied orbital energy: -0.349 Ha. The value obtained for the maximum force is 4.78 eV Å⁻¹. The calculation puts the LUMO energy at -0.565 eV. As for the gap between HOMO and LUMO: 8.92 eV.

Molecular formula: C2H3IN
Method: DFT, the ωB97M-V functional and the def2-TZVPD basis

```
! RIJCOSX wB97M-V def2-TZVPD def2/J DEFGRID3
* xyz 1 1
C -0.56 0.68 -0.06
C 1.08 -1.11 0.03
N 0.20 -0.31 0.05
I 4.21 0.04 -0.02
H -1.14 0.73 0.89
H -0.69 1.34 -0.93
H 1.13 -2.18 -0.08
*
```

As for the energy above the lowest of the compared OMol25 structures with the same formula, charge and spin: 3.4166 eV. As for the highest occupied orbital energy (alpha / beta): -0.511 / -0.508 Ha. The value obtained for the maximum force is 2.55 eV Å⁻¹. The calculation puts the LUMO energy (alpha / beta) at -8.600 / -8.653 eV. As for the gap between HOMO and LUMO (alpha / beta): 5.29 / 5.18 eV.

Repeat the third record exactly.
Molecular formula: C2H3IN
Method: DFT, the ωB97M-V functional and the def2-TZVPD basis

```
! RIJCOSX wB97M-V def2-TZVPD def2/J DEFGRID3
* xyz 1 1
C -0.56 0.68 -0.06
C 1.08 -1.11 0.03
N 0.20 -0.31 0.05
I 4.21 0.04 -0.02
H -1.14 0.73 0.89
H -0.69 1.34 -0.93
H 1.13 -2.18 -0.08
*
```

As for the energy above the lowest of the compared OMol25 structures with the same formula, charge and spin: 3.4166 eV. As for the highest occupied orbital energy (alpha / beta): -0.511 / -0.508 Ha. The value obtained for the maximum force is 2.55 eV Å⁻¹. The calculation puts the LUMO energy (alpha / beta) at -8.600 / -8.653 eV. As for the gap between HOMO and LUMO (alpha / beta): 5.29 / 5.18 eV.

Please write out number 1 again, unchanged.
Molecular formula: C2H3I2NO2
Method: DFT, the ωB97M-V functional and the def2-TZVPD basis

```
! RIJCOSX wB97M-V def2-TZVPD def2/J DEFGRID3
* xyz 0 1
C 0.97 -0.67 0.93
C 0.58 0.50 0.11
N -1.73 0.10 -1.13
O -2.69 -0.16 -0.47
O -1.49 0.18 -2.29
I -0.23 2.15 1.14
I 1.41 0.83 -1.76
H 0.10 -1.30 1.13
H 1.73 -1.27 0.44
H 1.35 -0.35 1.91
*
```

As for the energy above the lowest of the compared OMol25 structures with the same formula, charge and spin: 4.4467 eV. As for the highest occupied orbital energy (alpha / beta): -0.353 / -0.297 Ha. The value obtained for the maximum force is 1.10 eV Å⁻¹. The calculation puts the LUMO energy (alpha / beta) at -0.695 / -1.297 eV. As for the gap between HOMO and LUMO (alpha / beta): 8.92 / 6.79 eV.

Copy entry 2 word for word.
Molecular formula: C2H3I3O
Method: DFT, the ωB97M-V functional and the def2-TZVPD basis

```
! RIJCOSX wB97M-V def2-TZVPD def2/J DEFGRID3
* xyz 0 1
C 0.32 -0.63 -0.17
C 0.02 0.77 -0.52
O -0.78 -1.36 1.01
I 2.23 -0.94 0.70
I 0.16 2.14 1.14
I -1.87 0.91 -1.55
H 0.16 -1.34 -0.97
H 0.78 1.09 -1.24
H -1.02 -0.63 1.60
*
```

As for the energy above the lowest of the compared OMol25 structures with the same formula, charge and spin: 0.9095 eV. As for the highest occupied orbital energy: -0.349 Ha. The value obtained for the maximum force is 4.78 eV Å⁻¹. The calculation puts the LUMO energy at -0.565 eV. As for the gap between HOMO and LUMO: 8.92 eV.

Please write out number 2 again, unchanged.
Molecular formula: C2H3I3O
Method: DFT, the ωB97M-V functional and the def2-TZVPD basis

```
! RIJCOSX wB97M-V def2-TZVPD def2/J DEFGRID3
* xyz 0 1
C 0.32 -0.63 -0.17
C 0.02 0.77 -0.52
O -0.78 -1.36 1.01
I 2.23 -0.94 0.70
I 0.16 2.14 1.14
I -1.87 0.91 -1.55
H 0.16 -1.34 -0.97
H 0.78 1.09 -1.24
H -1.02 -0.63 1.60
*
```

As for the energy above the lowest of the compared OMol25 structures with the same formula, charge and spin: 0.9095 eV. As for the highest occupied orbital energy: -0.349 Ha. The value obtained for the maximum force is 4.78 eV Å⁻¹. The calculation puts the LUMO energy at -0.565 eV. As for the gap between HOMO and LUMO: 8.92 eV.